Entry 1:
Here is C7H5NO2 in the gas phase at a distorted geometry from the Open Molecules 2025 dataset. Energies are from ωB97M-V with the def2-TZVPD basis set.

```
15
Properties=species:S:1:pos:R:3
O 2.3650 -1.4224 0.0411
C 1.5880 -0.4992 0.0278
O 2.0013 0.8086 -0.0064
N 0.9155 1.6577 -0.1489
C -0.2333 0.8530 -0.0110
C -1.5759 1.2521 0.0317
C -2.5299 0.2331 0.0248
C -2.1716 -1.1287 0.0146
C -0.8093 -1.4777 -0.0132
C 0.1473 -0.4697 -0.0148
H 0.9784 2.3652 0.6092
H -1.8010 2.3059 0.0320
H -3.5898 0.5326 -0.0122
H -2.9167 -1.9496 -0.0504
H -0.5019 -2.5250 -0.1732
```

Frontier orbital gap (eV): 9.4
SMILES string: O=c1o[nH]c2ccccc12
Lowest unoccupied orbital energy (eV): 0.244
Charge: 0



Entry 2:
Here is a 14-piece molecular cluster, C6H37NO14 overall at a distorted geometry from the Open Molecules 2025 dataset. Energies are from ωB97M-V with the def2-TZVPD basis set.

```
58
Properties=species:S:1:pos:R:3
C -2.2820 -2.8596 -1.9919
C -1.6362 -1.5818 -1.5576
N -1.4812 -1.3042 -0.2131
C -0.5563 -0.1981 0.0515
C -1.2019 0.7454 1.0700
C -2.5153 0.0337 1.5381
C -2.7384 -1.1383 0.5427
O -1.2849 -0.8554 -2.4760
H -2.0538 -2.9101 -3.0576
H -1.9412 -3.8173 -1.5545
H -3.3689 -2.9683 -2.1383
H 0.2420 -0.6954 0.6258
H -0.1773 0.2052 -0.8814
H -0.6629 1.0710 1.9295
H -1.3030 1.7290 0.6008
H -2.5352 -0.4937 2.4892
H -3.4332 0.6277 1.5555
H -2.7591 -2.0805 1.1264
H -3.6050 -0.9784 -0.1103
H -1.7265 2.6391 -2.0633
H -1.3913 1.0275 -2.3163
O -1.5462 1.9129 -2.6514
H 2.8672 3.0203 0.0455
H 3.3060 2.4909 1.3537
O 2.9623 3.2985 0.9670
H -0.4061 0.8789 3.3829
H -0.4176 0.6163 4.9343
O -0.7991 0.3634 4.1000
H 3.9563 -1.5449 -1.8421
H 2.9787 -0.9621 -2.6825
O 3.8487 -1.3608 -2.7795
H 2.1916 0.9358 -1.2514
H 3.5820 0.7091 -1.5470
O 3.0420 1.1192 -0.8418
H 0.9240 3.2234 2.6835
H -0.6156 3.1650 2.9412
O 0.2337 2.7834 3.1903
H -0.8245 -2.3503 2.3025
H -0.2987 -1.5726 3.6361
O -0.0705 -2.1323 2.8708
H 2.7626 2.2066 -2.8886
H 1.7639 1.7952 -4.0297
O 2.4633 1.4777 -3.4537
H 1.3660 -0.2765 1.9049
H 2.1012 0.4879 3.1591
O 1.6001 0.5528 2.3294
H 0.4987 2.5509 -4.3670
H -0.1949 3.2570 -3.0238
O 0.5342 3.1666 -3.6343
H 1.8807 -4.3030 -0.6777
H 0.8359 -4.9713 0.1839
O 1.0665 -4.1187 -0.1878
H -3.2016 1.6285 -0.0033
H -3.1780 2.0071 -1.5121
O -3.4719 2.3022 -0.6394
H 2.1876 -2.1964 2.0001
H 1.8479 -3.3875 1.2132
O 2.6353 -2.9708 1.6452
```

Frontier orbital gap (eV): 10.0
Lowest unoccupied orbital energy (eV): 0.053
Charge: 0



Entry 3:
Here is C9H10N2O in the gas phase at a distorted geometry from the Open Molecules 2025 dataset. Energies are from ωB97M-V with the def2-TZVPD basis set.

```
22
Properties=species:S:1:pos:R:3
C -2.5159 1.0925 -0.9641
N -2.0864 0.0061 -0.0832
C -3.2880 -0.5221 0.6178
C -1.0140 -0.7578 -0.0091
O -0.9543 -1.8376 0.5603
N 0.2197 -0.2275 -0.7504
C 1.5770 -0.7190 -0.5219
C 2.6857 -1.4636 -0.3558
C 3.6725 -0.5572 0.2141
C 3.3502 0.7149 0.7022
C 2.0482 1.3579 0.5913
C 1.2692 0.4657 -0.1020
H -1.5613 1.3981 -1.6070
H -3.4682 0.7694 -1.5731
H -2.7989 2.0210 -0.4869
H -3.0998 -0.4203 1.6909
H -4.1630 0.0290 0.1053
H -3.4487 -1.6276 0.6221
H 3.0308 -2.3205 -0.9064
H 4.7282 -0.8707 0.2293
H 4.1251 1.2594 0.9785
H 1.6920 2.2098 1.0483
```

Frontier orbital gap (eV): 8.7
SMILES string: CN(C)C(=O)N1c2ccccc21
Lowest unoccupied orbital energy (eV): 0.766
Charge: 0



Entry 4:
Here is C20H22ClN5OS in the gas phase at a distorted geometry from the Open Molecules 2025 dataset. Energies are from ωB97M-V with the def2-TZVPD basis set.

```
50
Properties=species:S:1:pos:R:3
C -2.6842 5.0516 0.3529
N -1.2545 4.7405 0.1857
C -0.8081 4.0555 -1.0753
C -0.3261 2.6370 -0.8123
C -1.3329 1.7966 -0.0188
C -0.8674 0.3617 0.0655
N 0.5694 0.2897 0.4849
C 0.8399 -0.3028 1.7355
C 0.7672 0.5243 2.8741
C 1.0096 -0.0057 4.1243
C 1.3213 -1.3685 4.2716
Cl 1.7639 -1.9464 5.8241
C 1.2993 -2.2057 3.1465
C 1.0103 -1.6946 1.8637
N 0.9221 -2.4124 0.6590
C 0.9286 -3.7727 0.3983
O 1.3082 -4.5673 1.2121
C 0.4567 -4.2966 -0.8558
C 0.3162 -5.6448 -1.1364
S -0.1898 -5.9651 -2.7591
C -0.1631 -4.2792 -3.1065
C -0.3691 -3.6713 -4.3158
N -0.2801 -2.3323 -4.4474
C 0.0065 -1.6134 -3.3617
N 0.2404 -2.1440 -2.1518
C 0.1495 -3.4834 -2.0198
C 1.5878 1.2108 -0.0868
C 1.0123 2.6200 -0.1014
H -2.9940 5.6316 -0.5496
H -2.8568 5.6483 1.2651
H -3.2286 4.1275 0.4596
H -0.8962 4.2815 1.0236
H -1.6193 3.9463 -1.7779
H -0.0297 4.6360 -1.6388
H -0.1761 2.1680 -1.7839
H -1.4938 2.1930 0.9986
H -2.3101 1.7663 -0.4782
H -0.9846 -0.1073 -0.9173
H -1.5137 -0.1905 0.7804
H 0.5907 1.5919 2.7941
H 1.0831 0.6255 4.9932
H 1.5242 -3.2362 3.3146
H 0.6732 -1.8331 -0.1488
H 0.5168 -6.4587 -0.4478
H -0.6069 -4.2676 -5.1952
H 0.1104 -0.5424 -3.4301
H 2.4644 1.2108 0.5488
H 1.9262 0.9175 -1.1014
H 0.8621 2.9840 0.9386
H 1.7246 3.3261 -0.5971
```

Frontier orbital gap (eV): 7.7
SMILES string: CNCC1CCN(c2ccc(Cl)cc2NC(=O)c2csc3cncnc23)CC1
Lowest unoccupied orbital energy (eV): -0.483
Charge: 0



Entry 5:
Here is a 2-piece molecular cluster, C3HCl2FO overall at a distorted geometry from the Open Molecules 2025 dataset. Energies are from ωB97M-V with the def2-TZVPD basis set.

```
8
Properties=species:S:1:pos:R:3
C 1.7364 0.9642 0.1415
C 0.5063 0.9662 -0.2277
C -1.5253 -2.0258 -1.1200
O 2.7194 0.4611 0.5013
F -0.2812 1.9920 -0.3329
Cl -2.5667 -2.0585 0.1606
Cl -1.5225 -3.4613 -2.0470
H 0.1988 0.0674 -0.7163
```

Frontier orbital gap (eV): 7.7
Lowest unoccupied orbital energy (eV): -1.225
Charge: 0



Entry 6:
Here is a 2-piece molecular cluster, CH2ClN3S overall at a distorted geometry from the Open Molecules 2025 dataset. Energies are from ωB97M-V with the def2-TZVPD basis set.

```
8
Properties=species:S:1:pos:R:3
H 0.0444 2.2724 0.8184
N -0.3759 1.6357 0.1086
N 0.2686 0.7220 -0.3253
N 1.5560 0.6373 0.0818
C 2.6259 0.0708 0.1178
S 3.9943 -0.5892 0.0557
Cl -0.6468 -2.2069 0.1649
H 0.2882 -1.5054 -0.4141
```

Frontier orbital gap (eV): 9.4
SMILES string: [H]/N=N\N=C=S.Cl
Lowest unoccupied orbital energy (eV): -0.495
Charge: 0



Which relative energy (zero: lowest compared OMol25 entry of this formula, charge and spin) belongs to each record? In order, 8.2, 93.5, 142.8, 25.2, 91.6, 3.1 kcal per mole.
Which highest occupied orbital energy belongs to each record? In order, -9.11, -9.97, -7.92, -8.20, -8.94, -9.88 eV.